The following is a quantum chemistry calculation of 2 unconnected molecules or ions with the total composition CH8N3O3P at a distorted geometry, from OMol25.

Atoms and positions in Å:
N: -0.71 2.08 1.51
N: 0.43 1.16 1.32
P: 0.38 -0.47 1.86
O: 2.03 -0.83 1.81
O: -0.02 -1.26 0.52
N: 1.13 -1.25 -0.50
H: -1.30 1.90 2.27
H: -1.39 1.86 0.71
H: 1.21 1.62 1.61
H: 2.17 -0.63 0.85
H: 0.66 -0.91 -1.28
H: 1.44 -2.19 -0.77
C: -1.56 -0.26 -2.49
O: -0.45 -0.54 -2.83
H: -2.34 -1.10 -2.30
H: -1.68 0.79 -2.30

Properties
**SMILES string**: NNP(O)ON.C=O
**Energy above the lowest of the compared OMol25 structures with the same formula, charge and spin**: 19.7 kcal per mole
**Kohn-Sham gap**: 9.3 eV
**Total charge**: 0

Results of the Löwdin charge analysis, in e, for atoms 1 through 8:
1. N -0.039
2. N -0.278
3. P 0.761
4. O -0.326
5. O -0.420
6. N 0.041
7. H 0.007
8. H 0.078

---

The following is a quantum chemistry calculation of a single CH8N3OP3 molecule at a distorted geometry, from OMol25.

Atoms and positions in Å:
C: 0.80 2.63 -0.74
N: -0.49 -2.07 0.77
N: -1.21 0.31 1.70
N: 1.57 -2.19 -0.86
O: -0.14 2.07 0.12
P: -1.71 -1.40 1.80
P: 0.25 -1.36 -0.62
P: -1.09 0.78 0.00
H: 1.26 3.38 -0.07
H: 0.45 2.90 -1.83
H: 1.72 1.85 -0.92
H: 0.16 -2.70 1.15
H: -0.48 0.60 2.30
H: 1.99 -1.83 -1.66
H: -2.64 -1.24 0.62
H: -0.45 -1.74 -1.77

Properties
**Spin multiplicity**: 3
**Kohn-Sham gap (spin up / spin down)**: 6.0 / 7.2 eV
**Total charge**: 0

Results of the Löwdin charge analysis, in e, for atoms 1 through 8:
1. C -0.201
2. N -0.550
3. N -0.528
4. N -0.253
5. O -0.520
6. P 0.740
7. P 0.509
8. P 0.689

---

The following is a quantum chemistry calculation of a molecular structure, CH8N4 at a distorted geometry, from OMol25.

Atoms and positions in Å:
C: 1.19 0.32 -0.11
N: -0.33 -0.05 -0.23
N: -1.09 0.35 -1.35
N: -0.85 -1.15 0.52
N: 1.07 1.27 0.94
H: -1.13 -0.42 -2.01
H: -2.04 0.51 -1.02
H: -0.61 -0.98 1.50
H: -0.36 -1.99 0.24
H: 1.19 0.83 1.85
H: -0.20 1.11 0.65
H: 1.75 -0.60 0.11
H: 1.42 0.79 -1.07

Properties
**Energy above the lowest of the compared OMol25 structures with the same formula, charge and spin**: 108.4 kcal per mole
**Kohn-Sham gap**: 9.1 eV
**Total charge**: 0

Results of the Löwdin charge analysis, in e, for atoms 1 through 8:
1. C -0.284
2. N -0.390
3. N 0.039
4. N 0.046
5. N -0.085
6. H 0.068
7. H 0.081
8. H 0.072

---

The following is a quantum chemistry calculation of 2 unconnected molecules or ions with the total composition CH8N5S at a distorted geometry, from OMol25.

Atoms and positions in Å:
C: 1.64 0.16 0.08
N: 2.70 1.00 -0.10
N: -1.46 -1.11 -1.03
N: -1.82 -0.45 1.20
N: 0.47 0.64 -0.12
N: -1.05 -0.78 0.19
S: 2.04 -1.52 0.46
H: 3.43 0.97 0.54
H: 2.74 1.86 -0.60
H: -2.46 -1.06 -1.17
H: -0.93 -1.70 -1.64
H: -2.83 -0.34 1.06
H: -1.45 0.12 1.93
H: 0.28 1.54 -0.51
H: 0.78 -1.59 0.75

Properties
**Energy above the lowest of the compared OMol25 structures with the same formula, charge and spin**: 59.4 kcal per mole
**Kohn-Sham gap**: 8.5 eV
**Total charge**: +1

Results of the Löwdin charge analysis, in e, for atoms 1 through 8:
1. C -0.818
2. N 0.086
3. N 0.154
4. N 0.150
5. N 0.057
6. N -0.144
7. S 0.895
8. H 0.075

---

The following is a quantum chemistry calculation of 2 unconnected molecules or ions with the total composition CH8NO at a distorted geometry, from OMol25.

Atoms and positions in Å:
N: 0.73 -1.79 0.39
H: 1.24 -1.84 -0.50
H: -0.25 -1.89 0.11
H: 0.77 -0.89 0.88
H: 0.99 -2.58 0.97
C: -0.40 1.74 -0.57
O: -0.66 0.52 0.17
H: 0.26 2.37 0.03
H: -1.32 2.28 -0.70
H: 0.07 1.44 -1.49
H: -1.43 0.65 0.73

Properties
**Energy above the lowest of the compared OMol25 structures with the same formula, charge and spin**: 15.6 kcal per mole
**Kohn-Sham gap**: 10.9 eV
**Total charge**: +1

Results of the Löwdin charge analysis, in e, for atoms 1 through 8:
1. N 0.309
2. H 0.162
3. H 0.148
4. H 0.133
5. H 0.157
6. C -0.085
7. O -0.168
8. H 0.085

---

The following is a quantum chemistry calculation of 2 unconnected molecules or ions with the total composition CH8NO at a distorted geometry, from OMol25.

Atoms and positions in Å:
O: -1.53 0.58 -1.10
H: -2.33 0.08 -1.33
H: -0.34 0.61 0.24
H: -1.67 1.51 -1.34
C: 1.35 -0.90 0.36
N: 0.42 0.16 0.82
H: 1.99 -0.97 1.24
H: 1.87 -0.64 -0.56
H: 0.84 -1.84 0.22
H: -0.02 0.00 1.72
H: 0.96 1.04 0.86

Properties
**Energy above the lowest of the compared OMol25 structures with the same formula, charge and spin**: 10.9 kcal per mole
**Kohn-Sham gap**: 13.0 eV
**Total charge**: +1

Results of the Löwdin charge analysis, in e, for atoms 1 through 8:
1. O -0.043
2. H 0.084
3. H 0.120
4. H 0.077
5. C -0.008
6. N 0.106
7. H 0.108
8. H 0.110

---

The following is a quantum chemistry calculation of 2 unconnected molecules or ions with the total composition CH8NO at a distorted geometry, from OMol25.

Atoms and positions in Å:
N: 1.52 0.68 0.10
H: 2.06 0.95 0.94
H: 2.36 0.46 -0.46
H: 1.25 1.63 -0.18
H: 0.84 -0.15 0.27
C: -1.26 -0.14 -0.66
O: -0.56 -0.67 0.57
H: -0.43 0.04 -1.34
H: -1.78 0.80 -0.47
H: -2.01 -0.83 -1.04
H: -1.08 -1.46 0.65

Properties
**Energy above the lowest of the compared OMol25 structures with the same formula, charge and spin**: 27.4 kcal per mole
**Kohn-Sham gap**: 12.2 eV
**Total charge**: +1

Results of the Löwdin charge analysis, in e, for atoms 1 through 8:
1. N 0.257
2. H 0.157
3. H 0.155
4. H 0.152
5. H 0.097
6. C -0.039
7. O -0.138
8. H 0.071

---

The following is a quantum chemistry calculation of 3 unconnected molecules or ions with the total composition CH8NO2, from OMol25.

Atoms and positions in Å:
C: -0.22 0.43 0.18
N: 0.16 -0.72 0.55
H: -1.15 0.82 0.55
H: 0.34 1.08 -0.48
H: 1.14 -1.09 0.49
H: -0.47 -1.28 1.11
H: 3.16 -2.61 0.57
H: 3.29 -1.29 -0.19
O: 2.65 -1.83 0.29
H: -2.38 2.66 -1.11
H: -3.63 1.88 -1.28
O: -2.88 1.96 -0.68

Properties
**Energy above the lowest of the compared OMol25 structures with the same formula, charge and spin**: 13.2 kcal per mole
**Kohn-Sham gap**: 10.3 eV
**Total charge**: +1

Results of the Löwdin charge analysis, in e, for atoms 1 through 8:
1. C 0.153
2. N 0.201
3. H 0.097
4. H 0.127
5. H 0.089
6. H 0.160
7. H 0.089
8. H 0.080

---

The following is a quantum chemistry calculation of 3 unconnected molecules or ions with the total composition CH8NO2 at a distorted geometry, from OMol25.

Atoms and positions in Å:
C: -0.48 -0.47 0.45
N: 0.77 -0.54 0.69
H: -1.11 -1.22 0.90
H: -0.84 0.24 -0.27
H: 1.52 -0.04 0.20
H: 1.09 -1.16 1.42
H: 3.36 0.57 -1.31
H: 3.13 2.05 -1.14
O: 2.74 1.20 -0.93
H: -3.63 -0.13 0.75
H: -3.49 -0.10 -0.79
O: -3.05 -0.39 0.02

Properties
**Energy above the lowest of the compared OMol25 structures with the same formula, charge and spin**: 14.7 kcal per mole
**Kohn-Sham gap**: 10.8 eV
**Total charge**: +1

Results of the Löwdin charge analysis, in e, for atoms 1 through 8:
1. C 0.150
2. N 0.212
3. H 0.119
4. H 0.118
5. H 0.106
6. H 0.158
7. H 0.058
8. H 0.061

---

The following is a quantum chemistry calculation of 3 unconnected molecules or ions with the total composition CH8NO3, from OMol25.

Atoms and positions in Å:
N: 0.67 -1.98 -0.60
C: 0.71 -0.93 0.46
O: 0.02 0.17 0.17
H: -0.27 -2.37 -0.61
H: 0.74 -1.42 -1.45
H: 1.80 -0.75 0.57
H: 0.38 -1.48 1.37
H: 0.57 2.88 0.75
H: 1.29 1.55 0.58
O: 1.43 2.52 0.54
H: -1.60 -0.25 -0.19
H: -2.62 0.70 -0.90
O: -2.54 -0.19 -0.53

Properties
**Energy above the lowest of the compared OMol25 structures with the same formula, charge and spin**: 6.0 kcal per mole
**Kohn-Sham gap**: 8.1 eV
**Total charge**: -1

Results of the Löwdin charge analysis, in e, for atoms 1 through 8:
1. N -0.039
2. C -0.576
3. O -0.319
4. H 0.028
5. H 0.041
6. H 0.075
7. H 0.083
8. H 0.009

---

Which DFT total energy belongs to each record? In order, -774.13859, -1306.33562, -261.76443, -714.49805, -172.62514, -172.63261, -172.60621, -247.86516, -247.86277, -323.40189 hartree.